Computed, not measured: the ion C17H26ClN2O2 with charge +1, with ωB97M-V with the def2-TZVPD basis set.

Calculated values
Maximum force = 0.0141 Eh/bohr
Molecular weight = 325.860 g/mol
Total charge = +1
Energy relative to the best compared isomer or geometry (same formula, charge and spin) = 21.7 kcal per mole
SMILES = C=CCc1cc(Cl)ccc1OCC[NH2+]CCN1CCOCC1

Structure (XYZ):
```
48
Properties=species:S:1:pos:R:3:nbo_charge:R:1
Cl -6.06 -0.48 -0.64 0.0365
O -0.40 -0.02 0.82 -0.5559
O 2.62 -1.75 -0.31 -0.5470
N 2.13 0.48 1.08 -0.6189
N 4.21 0.18 -1.02 -0.4518
C 3.98 -2.09 -0.06 -0.0906
C -3.60 0.63 -0.73 -0.1948
C -3.86 -1.29 0.69 -0.2012
C -2.53 -1.20 1.05 -0.2931
C -1.39 1.81 -0.97 -0.4641
C 3.49 1.01 1.27 -0.2457
C -2.27 0.74 -0.38 -0.0706
C 4.17 1.27 -0.10 -0.2125
C 1.41 0.12 2.32 -0.2320
C 3.14 -0.06 -1.97 -0.2452
C 0.73 2.83 -0.15 -0.5156
C 0.17 -0.69 1.93 -0.0811
C 4.93 -1.03 -0.68 -0.2593
C -1.73 -0.19 0.53 0.3533
C -4.40 -0.37 -0.19 -0.0492
C 2.41 -1.38 -1.67 -0.1015
C -0.54 2.51 0.04 -0.0720
H -4.48 -2.08 1.10 0.2401
H 1.33 -1.29 -1.80 0.2112
H 4.18 -3.08 -0.48 0.1992
H 3.46 1.94 1.83 0.2263
H 4.07 -2.15 1.02 0.1886
H 3.67 2.11 -0.60 0.2129
H 5.20 1.58 0.11 0.2228
H 1.22 2.65 -1.10 0.2005
H 1.28 3.41 0.56 0.2147
H 1.12 1.04 2.83 0.2237
H 2.05 -0.47 2.97 0.2274
H 0.46 -1.71 1.64 0.1960
H -4.04 1.34 -1.42 0.2329
H 5.74 -0.79 0.00 0.2206
H -0.52 -0.74 2.77 0.2121
H -2.12 -1.93 1.73 0.2252
H -1.04 2.76 0.96 0.2107
H 2.22 -0.40 0.49 0.4732
H 2.77 -2.19 -2.32 0.1943
H 4.07 0.28 1.84 0.2114
H -0.77 1.38 -1.76 0.2187
H -2.04 2.56 -1.44 0.2477
H 3.57 -0.10 -2.98 0.2093
H 2.45 0.78 -1.95 0.1986
H 1.54 1.17 0.56 0.4847
H 5.37 -1.43 -1.60 0.2095
```

---

Computed, not measured: a cluster of 2 separate species, C5H7NO in total, with ωB97M-V with the def2-TZVPD basis set.

Calculated values
Maximum force = 0.0230 Eh/bohr
Molecular weight = 97.117 g/mol
Total charge = 0
Energy relative to the best compared isomer or geometry (same formula, charge and spin) = 59.2 kcal per mole
SMILES = C=C(C)C#N.C=O

Structure (XYZ):
```
14
Properties=species:S:1:pos:R:3:nbo_charge:R:1
O 2.50 -1.32 0.20 -0.5068
N 0.65 1.19 -2.19 -0.3114
C 0.06 0.70 -1.32 0.2610
C -0.51 -1.14 0.16 -0.2648
C 2.65 -0.17 0.50 0.2794
C -0.68 0.12 -0.23 -0.1640
C -2.01 0.71 0.19 -0.6204
H 0.01 -1.87 -0.42 0.2224
H 2.90 0.61 -0.25 0.1245
H -2.72 -0.12 0.19 0.2206
H -1.05 -1.47 1.04 0.1973
H -2.02 1.18 1.17 0.2259
H -2.32 1.40 -0.59 0.2307
H 2.53 0.19 1.54 0.1056
```

---

Computed, not measured: the molecule C21H24N4O4S, with ωB97M-V with the def2-TZVPD basis set.

Calculated values
Maximum force = 0.0296 Eh/bohr
Molecular weight = 428.514 g/mol
Total charge = 0
Energy relative to the best compared isomer or geometry (same formula, charge and spin) = 41.5 kcal per mole
SMILES = CC(C)(C)c1ccc(C(=O)NCc2nnc(SCC(=O)NCc3ccco3)o2)cc1

Structure (XYZ):
```
54
Properties=species:S:1:pos:R:3:nbo_charge:R:1
S 6.49 0.86 -0.40 0.3340
O 0.22 4.04 -0.97 -0.6077
O 4.53 2.58 0.28 -0.4036
O 0.94 -3.62 0.02 -0.4040
O 5.31 -1.27 1.40 -0.6274
N 0.96 3.08 0.94 -0.6035
N 3.83 0.68 -0.59 -0.3566
N 2.75 1.42 -0.26 -0.3145
N 4.20 -2.26 -0.29 -0.5948
C 1.17 -1.42 -0.21 -0.2766
C 1.80 -2.58 0.12 0.2382
C -0.16 -1.77 -0.53 -0.3226
C 2.30 3.60 0.78 -0.2856
C 0.06 3.23 -0.09 0.6830
C -4.44 -0.46 0.01 -0.1167
C -5.59 0.17 0.82 -0.5948
C -1.60 1.79 1.18 -0.2124
C -3.28 0.52 -0.03 0.1012
C 5.15 -1.46 0.22 0.6845
C -0.24 -3.12 -0.37 0.0763
C 3.17 2.53 0.25 0.4546
C 6.09 -0.86 -0.84 -0.6062
C -1.11 2.31 -0.02 -0.1631
C -2.67 0.92 1.16 -0.1715
C -4.97 -0.81 -1.38 -0.6053
C -2.79 1.06 -1.21 -0.2649
C -3.98 -1.75 0.69 -0.5945
C 3.20 -2.88 0.56 -0.2730
C -1.72 1.95 -1.21 -0.1464
C 4.87 1.38 -0.26 0.2939
H -1.05 -3.81 -0.50 0.1993
H 2.69 3.98 1.73 0.2242
H 4.01 -2.26 -1.28 0.4027
H -1.35 2.36 -2.13 0.2345
H 1.60 -0.44 -0.24 0.2460
H -5.35 0.08 -1.89 0.2106
H 3.33 -3.97 0.55 0.2125
H -3.65 -1.58 1.71 0.2080
H 5.66 -0.87 -1.84 0.2350
H -3.04 0.54 2.10 0.2018
H 3.39 -2.51 1.57 0.2515
H -0.94 -1.10 -0.84 0.2286
H -1.18 2.09 2.12 0.2126
H -6.44 -0.50 0.84 0.2083
H -5.79 -1.52 -1.29 0.2136
H -3.15 -2.19 0.14 0.2100
H -5.29 0.38 1.84 0.2065
H -3.22 0.80 -2.16 0.2195
H 2.24 4.43 0.06 0.2671
H -4.19 -1.27 -1.99 0.2099
H -4.80 -2.47 0.72 0.2082
H 0.89 2.24 1.49 0.4009
H 7.04 -1.39 -0.82 0.2563
H -5.90 1.11 0.36 0.2125
```

---

Number 1 is which compound?
C17H26ClN2O2